[1]
Computed, not measured: a structure of composition C20H22N4O4PtSe, with ωB97M-V with the def2-TZVPD basis set.

Summary:
total charge = +4
lowest unoccupied orbital energy (spin up / spin down) = -12.953 / -16.343 eV
highest occupied orbital energy (spin up / spin down) = -21.30 / -21.38 eV
multiplicity = 5

```
52
Properties=species:S:1:pos:R:3:forces:R:3:lowdin_charge:R:1
Pt 0.634823 -0.000060 -0.420256 1.18 0.00 0.82 1.605
C 3.816123 -1.198860 -0.399256 0.42 -1.12 0.51 -0.117
C 2.838323 -2.360560 -0.563956 0.94 0.21 -0.83 -0.096
O 1.577123 -2.096060 0.059544 -0.68 1.04 -0.24 -0.269
C 1.426823 -2.359760 1.456444 -0.27 0.25 1.10 -0.108
C 1.884723 -1.207660 2.364744 0.35 -1.10 0.24 -0.114
O 1.265523 -0.000060 1.941744 -1.02 0.00 -1.49 -0.184
C 1.884023 1.207840 2.365144 0.35 1.10 0.24 -0.114
C 1.426023 2.359740 1.456744 -0.27 -0.24 1.11 -0.108
O 1.576823 2.096140 0.059944 -0.68 -1.05 -0.24 -0.269
C 2.838223 2.360840 -0.563156 0.94 -0.21 -0.83 -0.096
C 3.816023 1.199140 -0.398556 0.42 1.11 0.50 -0.116
O 3.133023 0.000140 -0.717556 -1.51 0.00 -0.48 -0.167
H 4.667123 -1.343060 -1.084956 -0.25 0.09 0.03 0.179
H 4.237023 -1.158860 0.616544 -0.18 0.16 -0.19 0.144
H 3.274123 -3.291060 -0.179356 -0.17 0.16 0.01 0.169
H 2.611623 -2.497860 -1.626556 0.01 -0.03 0.17 0.155
H 1.965623 -3.273460 1.728144 -0.06 0.08 -0.10 0.167
H 0.352823 -2.527960 1.601344 0.21 -0.03 0.00 0.143
H 2.977123 -1.102260 2.398444 -0.23 0.09 -0.15 0.141
H 1.548923 -1.435960 3.388744 0.06 0.07 -0.22 0.173
H 2.976423 1.102940 2.399344 -0.23 -0.10 -0.15 0.141
H 1.547623 1.435840 3.389044 0.06 -0.07 -0.22 0.173
H 1.964523 3.273640 1.728644 -0.07 -0.08 -0.10 0.167
H 0.351923 2.527640 1.601344 0.21 0.03 0.00 0.143
H 3.273923 3.291240 -0.178156 -0.17 -0.16 0.01 0.169
H 2.611823 2.498540 -1.625756 0.01 0.03 0.17 0.155
H 4.236523 1.158740 0.617244 -0.18 -0.16 -0.19 0.144
H 4.667223 1.343540 -1.083956 -0.25 -0.09 0.03 0.179
Se -7.257877 -0.000060 -0.315956 0.95 -0.01 -0.11 1.577
N -6.015677 1.245140 -0.446856 0.33 1.99 0.11 -0.154
C -4.825377 0.738840 -0.522756 -1.13 -0.27 -0.22 -0.244
C -3.599477 1.453140 -0.736856 1.06 0.53 0.01 -0.044
C -3.561777 2.840640 -0.946356 0.11 -0.27 0.09 0.105
C -2.334377 3.439340 -1.158256 0.07 -0.14 -0.04 0.056
C -1.178977 2.664940 -1.070256 -0.01 0.82 -0.13 -0.047
N -1.205377 1.353340 -0.853256 0.36 -0.81 0.24 0.026
C -2.385477 0.726840 -0.749156 -0.80 0.69 0.16 -0.121
C -2.386077 -0.727160 -0.749056 -0.73 -0.69 0.16 -0.121
N -1.204977 -1.353260 -0.853156 0.33 0.79 0.24 0.026
C -1.179177 -2.665660 -1.070156 0.02 -0.76 -0.12 -0.046
C -2.334377 -3.438960 -1.157656 0.08 0.08 -0.05 0.056
C -3.561277 -2.840660 -0.946056 0.06 0.25 0.10 0.105
C -3.599277 -1.453560 -0.736756 1.04 -0.50 0.01 -0.045
C -4.824677 -0.738660 -0.522656 -1.19 0.23 -0.21 -0.243
N -6.016077 -1.245660 -0.446656 0.38 -1.96 0.11 -0.154
H -4.483277 3.409340 -0.947856 -0.02 0.04 -0.03 0.156
H -2.262777 4.493640 -1.388156 0.08 0.03 0.06 0.150
H -0.209877 3.130740 -1.189356 0.00 -0.06 0.04 0.132
H -0.209777 -3.130960 -1.189156 0.00 0.06 0.04 0.132
H -2.262677 -4.494060 -1.387956 0.08 0.00 0.07 0.151
H -4.483277 -3.409760 -0.947356 0.00 -0.03 -0.03 0.156
```
Positions in Å, forces in eV/Å.



[2]
Computed, not measured: a structure of composition C19H13Cl6IrN3O5, with ωB97M-V with the def2-TZVPD basis set.

Summary:
total charge = +1
relative energy (zero: lowest compared OMol25 entry of this formula, charge and spin) = 12.3 kcal per mole
lowest unoccupied orbital energy = -4.568 eV
highest occupied orbital energy = -11.07 eV
multiplicity = 1

```
47
Properties=species:S:1:pos:R:3:forces:R:3:lowdin_charge:R:1
Ir 0.864170 2.878460 1.260744 0.86 0.36 0.24 1.208
Cl -1.166988 2.076932 0.206774 0.14 -0.21 0.09 0.779
C -0.904525 0.855641 1.483389 0.18 0.19 -0.12 -0.629
C 0.289046 1.165554 2.099408 -0.59 0.29 -0.17 -0.387
C 0.751116 0.316755 3.081195 0.10 0.10 0.00 -0.681
Cl 2.250832 0.648296 3.846537 0.02 -0.04 0.01 0.752
C -0.022976 -0.805326 3.417572 -0.04 -0.01 -0.02 -0.680
Cl 0.537738 -1.869535 4.629768 0.00 -0.01 0.01 0.749
C -1.242712 -1.065187 2.776249 0.02 -0.01 0.02 -0.682
Cl -2.171589 -2.434900 3.199523 0.00 -0.01 0.01 0.747
C -1.716228 -0.211761 1.770434 0.02 -0.05 0.01 -0.691
Cl -3.179023 -0.453093 0.936308 -0.01 0.04 0.02 0.811
O 0.629313 5.061497 1.652769 -0.29 -0.46 0.40 -0.407
Cl 1.524690 4.971975 2.862538 0.26 0.06 -0.16 0.755
O 0.775613 4.736676 4.025086 -0.04 0.06 0.00 -0.218
O 2.426954 6.036048 2.927177 -0.08 -0.01 -0.09 -0.188
O 2.302342 3.687746 2.485957 -0.42 -0.10 -0.05 -0.479
C -5.273509 -2.172907 -2.282911 0.03 -0.01 -0.02 -0.042
C -3.792188 -1.933582 -2.165602 -0.02 -0.03 0.00 -0.301
C -3.190527 -0.827439 -2.756716 -0.03 0.06 0.03 -0.050
C -1.824116 -0.624743 -2.668636 0.04 0.05 -0.06 -0.042
C -1.016220 -1.537193 -1.997708 -0.06 0.00 -0.05 -0.230
N 0.373662 -1.246725 -1.952613 -0.02 -0.03 0.01 0.130
C 1.380636 -2.057723 -1.518129 -0.21 -0.11 0.05 -0.504
O 1.290810 -3.218197 -1.205854 -0.02 0.07 0.01 0.121
N 2.634611 -1.401951 -1.478521 0.18 -0.09 -0.12 0.141
C 2.917356 -0.178936 -0.895841 0.05 0.04 0.05 -0.193
C 4.226138 0.312252 -0.912763 -0.03 0.02 0.02 0.041
C 4.512626 1.495703 -0.268574 0.01 -0.04 0.01 -0.006
C 3.508578 2.194172 0.374528 -0.01 0.06 -0.04 -0.092
N 2.250442 1.731425 0.375161 -0.09 -0.16 -0.18 -0.108
C 1.954051 0.573438 -0.235953 0.01 -0.07 0.16 -0.038
C -1.596335 -2.649626 -1.399912 0.07 -0.01 0.04 -0.018
C -2.969796 -2.826829 -1.487847 0.00 -0.04 -0.05 -0.058
H -5.815569 -1.242500 -2.449815 0.01 0.00 0.01 0.079
H -5.670944 -2.647584 -1.385941 0.00 0.01 0.00 0.081
H -5.489378 -2.834716 -3.123908 0.00 0.00 0.00 0.089
H -3.799739 -0.112007 -3.296974 0.02 0.00 0.01 0.118
H -1.375563 0.240285 -3.149324 -0.03 -0.02 0.01 0.112
H 0.661178 -0.453825 -2.503944 -0.01 0.05 0.02 0.147
H 3.385250 -2.077206 -1.440684 0.01 0.00 -0.03 0.159
H 5.004855 -0.242696 -1.420660 -0.01 0.00 0.01 0.135
H 5.517203 1.892882 -0.254475 -0.01 0.00 0.00 0.129
H 3.697003 3.119701 0.894902 0.02 -0.01 -0.05 0.113
H 0.947116 0.205609 -0.144220 -0.07 0.09 -0.06 0.098
H -0.985156 -3.374833 -0.887719 0.02 -0.03 0.01 0.107
H -3.410248 -3.700031 -1.020775 0.01 0.00 0.01 0.123
```
Positions in Å, forces in eV/Å.



[3]
Computed, not measured: the ion C21H33N2O with charge +1, with ωB97M-V with the def2-TZVPD basis set.

Summary:
total charge = +1
relative energy (zero: lowest compared OMol25 entry of this formula, charge and spin) = 22.2 kcal per mole
lowest unoccupied orbital energy = -2.078 eV
highest occupied orbital energy = -11.14 eV
multiplicity = 1

```
57
Properties=species:S:1:pos:R:3:forces:R:3:lowdin_charge:R:1
C 4.100172 2.469342 -1.181504 -0.19 -0.14 -0.06 -0.100
C 3.471573 1.082461 -1.127306 0.29 0.05 0.17 -0.272
C 4.344860 0.106501 -0.342163 -0.38 -0.13 -0.21 -0.186
C 3.739532 -1.298768 -0.255705 0.54 0.14 -0.26 -0.146
N 2.480603 -1.316327 0.465522 -0.04 -0.07 0.17 -0.069
C 2.574414 -0.908070 1.858613 -0.24 0.05 0.36 -0.002
C 1.275872 -1.622982 0.002326 0.11 -0.22 -0.34 -0.372
O 0.278273 -1.519062 0.742776 -0.19 0.07 0.19 0.025
C 1.072973 -2.147994 -1.420427 0.19 -0.04 0.00 -0.192
C 0.114748 -3.359337 -1.397763 0.06 0.02 0.11 -0.088
C -1.338672 -2.936757 -1.632807 0.14 -0.64 -0.13 -0.102
N -1.545712 -1.606831 -1.038148 0.04 -0.02 0.46 -0.130
C -2.960828 -1.284041 -0.756094 -0.40 0.14 0.30 -0.085
C -3.100361 0.048686 -0.049554 0.03 -0.04 0.09 -0.268
C -3.926706 1.070675 -0.765599 0.02 0.02 0.15 -0.038
C -2.539578 0.213077 1.151227 -0.13 -0.24 -0.31 -0.014
C -2.540920 1.427069 1.965254 0.03 0.28 0.22 -0.222
C -2.310781 2.691243 1.425509 0.04 -0.11 0.04 -0.049
C -2.318613 3.811902 2.236138 -0.01 0.11 -0.01 -0.072
C -2.560449 3.689701 3.593981 0.00 0.02 0.01 -0.076
C -2.771345 2.435597 4.144431 0.00 0.03 0.09 -0.072
C -2.748173 1.312877 3.340091 -0.01 0.00 -0.13 -0.033
C -0.884414 -0.578157 -1.866010 0.38 0.49 -0.35 -0.096
C 0.492747 -1.062137 -2.339713 0.08 -0.02 0.09 -0.087
H 4.224498 2.873331 -0.179946 0.04 0.08 0.10 0.078
H 5.076705 2.425652 -1.656520 0.12 0.05 -0.04 0.078
H 3.473317 3.150925 -1.750287 0.00 0.13 -0.03 0.074
H 2.485848 1.152243 -0.658608 -0.09 -0.04 -0.04 0.103
H 3.340429 0.708933 -2.146417 -0.09 -0.07 -0.03 0.105
H 4.520897 0.501028 0.658500 0.10 0.00 0.06 0.111
H 5.314472 0.017285 -0.833866 0.08 -0.01 0.06 0.125
H 4.436762 -1.958854 0.270886 -0.09 -0.03 -0.09 0.133
H 3.609543 -1.682776 -1.265494 -0.01 -0.03 0.09 0.114
H 3.535151 -1.219339 2.260733 0.06 0.02 -0.05 0.104
H 1.772413 -1.379189 2.423958 0.13 0.07 -0.02 0.097
H 2.471447 0.173176 1.955816 0.03 0.02 0.04 0.106
H 2.023215 -2.479010 -1.835755 -0.11 0.05 0.04 0.130
H 0.406203 -4.071446 -2.168958 -0.02 0.02 0.00 0.130
H 0.199713 -3.865747 -0.435175 -0.03 -0.04 -0.07 0.130
H -2.015877 -3.652762 -1.165427 -0.04 0.14 -0.04 0.140
H -1.575404 -2.890545 -2.698796 -0.06 0.07 0.08 0.144
H -0.959189 -1.602427 -0.112286 -0.29 0.02 -0.42 0.113
H -3.512559 -1.275322 -1.699949 0.11 -0.09 0.02 0.139
H -3.360604 -2.085667 -0.128797 0.09 -0.02 -0.12 0.145
H -4.835014 0.607381 -1.148904 -0.08 -0.01 -0.08 0.089
H -3.389527 1.496861 -1.613700 0.00 0.07 -0.13 0.089
H -4.209675 1.876356 -0.095703 -0.05 0.08 -0.05 0.081
H -2.042939 -0.630542 1.616964 0.04 -0.18 0.00 0.120
H -2.094356 2.796464 0.372744 -0.01 0.00 -0.11 0.110
H -2.135782 4.784879 1.805228 0.02 0.08 -0.03 0.107
H -2.575652 4.566775 4.222323 0.00 0.08 0.06 0.107
H -2.949869 2.333292 5.204029 -0.02 -0.01 0.09 0.108
H -2.913157 0.336062 3.771131 0.00 -0.11 0.06 0.115
H -0.791786 0.322548 -1.256219 -0.09 -0.12 -0.01 0.138
H -1.518603 -0.349751 -2.726661 -0.06 -0.04 0.12 0.144
H 0.417608 -1.485774 -3.342479 0.02 0.02 0.00 0.130
H 1.172560 -0.212705 -2.395440 -0.04 0.02 -0.07 0.109
```
Positions in Å, forces in eV/Å.



no.,electronic energy (eV)
1,-103791.65498
2,-112580.88469
3,-27335.22712